# 1
Formula: C11H16P
Source: the OMol25 dataset
Level of theory: the ωB97M-V functional and the def2-TZVPD basis

```
28
C11H16P | the OMol25 dataset | the ωB97M-V functional and the def2-TZVPD basis
C -3.16 -0.23 0.13
C -3.31 -1.48 -0.42
C -2.02 0.61 0.05
C -2.22 -2.12 -1.04
C -0.93 0.20 -0.62
C -0.96 -1.21 -1.06
C -0.77 -2.37 -0.47
C 0.37 0.84 -1.02
C 1.38 -0.82 1.07
C 3.24 1.05 -0.33
C 1.12 1.88 1.44
P 1.66 0.64 0.18
H -4.10 0.29 0.59
H -4.24 -2.03 -0.68
H -1.95 1.66 0.45
H -2.49 -2.55 -2.07
H 0.25 1.93 -1.20
H -0.21 -3.26 -0.24
H 0.75 0.29 -1.99
H 1.50 -1.75 0.43
H 0.38 -0.76 1.42
H 1.99 -0.87 1.91
H 3.33 2.08 -0.71
H 3.40 0.39 -1.26
H 4.06 0.95 0.39
H 0.99 1.52 2.44
H 0.16 2.34 1.12
H 1.80 2.75 1.50
```

Its total charge is +1. The value obtained for the energy relative to the best compared isomer or geometry (same formula, charge and spin) is 3.7420 eV. Its electronic energy is -769.68891 hartree. The maximum force comes out at 4.84 eV/Å. For the HOMO-LUMO gap, the calculation gives 8.22 eV. For the highest occupied orbital energy, the calculation gives -11.09 eV.

=====

# 2
Formula: C3H7ClO5PS
Source: the OMol25 dataset
Level of theory: the ωB97M-V functional and the def2-TZVPD basis

```
18
C3H7ClO5PS | the OMol25 dataset | the ωB97M-V functional and the def2-TZVPD basis
C -2.19 -0.76 -0.05
C -0.79 1.32 0.33
C -0.79 -0.15 -0.06
O 1.91 -2.49 1.21
O 0.73 -2.34 -1.11
O 2.24 -0.22 -0.34
O 2.16 1.93 -1.58
O 0.01 -0.87 0.87
P 1.11 -1.81 0.20
S 2.96 1.10 -0.71
Cl 2.94 2.21 1.18
H -2.65 -0.62 0.93
H -2.81 -0.29 -0.81
H -2.11 -1.82 -0.26
H 0.22 1.71 0.31
H -1.20 1.45 1.33
H -1.39 1.89 -0.38
H -0.35 -0.27 -1.05
```

Its total charge is -1. The value obtained for the energy relative to the best compared isomer or geometry (same formula, charge and spin) is 0.0000 eV. Its electronic energy is -1694.64607 hartree. The maximum force comes out at 2.22 eV/Å. For the HOMO-LUMO gap, the calculation gives 9.60 eV. For the highest occupied orbital energy, the calculation gives -6.16 eV.

=====

# 3
Formula: C9H9N2O5SSc
Source: the OMol25 dataset
Level of theory: the ωB97M-V functional and the def2-TZVPD basis

```
27
C9H9N2O5SSc | the OMol25 dataset | the ωB97M-V functional and the def2-TZVPD basis
O 1.31 -3.54 -0.58
C 1.99 -2.66 -1.26
Sc 0.85 -2.26 0.96
O 1.87 -3.30 4.16
C 1.49 -2.96 3.12
C 1.12 -0.09 1.52
O 1.33 1.01 1.78
C 2.37 -1.41 -0.93
O 2.73 -0.36 -1.43
C 3.10 -1.58 1.26
O 4.14 -1.11 1.51
H 2.51 -2.76 -2.26
S -1.52 -1.80 0.27
C -1.59 -0.09 -0.16
N -1.89 0.82 0.78
C -1.77 2.27 0.56
C -2.09 2.58 -0.89
C -1.31 1.70 -1.84
N -1.39 0.31 -1.42
H -1.93 0.47 1.73
H -0.74 2.58 0.81
H -2.46 2.76 1.24
H -1.88 3.63 -1.09
H -3.16 2.43 -1.05
H -0.25 2.01 -1.88
H -1.71 1.77 -2.85
H -1.10 -0.42 -2.06
```

Its total charge is +2. The value obtained for the energy relative to the best compared isomer or geometry (same formula, charge and spin) is 0.1107 eV. Its electronic energy is -1992.34186 hartree. The maximum force comes out at 5.52 eV/Å. For the HOMO-LUMO gap (alpha / beta), the calculation gives 6.85 / 6.18 eV. For the highest occupied orbital energy (alpha / beta), the calculation gives -16.79 / -15.88 eV.

=====

# 4
Formula: C13H28HfNO4P2
Source: the OMol25 dataset
Level of theory: the ωB97M-V functional and the def2-TZVPD basis

```
49
C13H28HfNO4P2 | the OMol25 dataset | the ωB97M-V functional and the def2-TZVPD basis
C -0.16 -2.64 -2.52
C -0.19 -1.36 -1.97
N 0.40 -1.19 -0.75
C 1.10 -2.20 -0.13
C 1.18 -3.45 -0.71
C 0.54 -3.70 -1.92
C -0.78 -0.24 -2.81
P -0.71 1.40 -2.04
Hf 0.56 1.00 0.16
P 1.36 -0.49 2.13
C 1.82 -1.99 1.21
O -4.78 -1.86 -0.76
O -1.82 -1.35 2.01
H -0.65 -2.77 -3.48
H 1.73 -4.23 -0.17
H 0.58 -4.70 -2.39
C 0.23 2.10 -3.46
C -2.40 2.08 -2.28
H 1.59 -2.87 1.84
H 2.91 -2.01 1.02
H -1.80 -0.45 -3.18
H -0.20 -0.19 -3.79
C 2.93 -0.06 2.99
C 0.38 -1.11 3.47
H -1.00 1.78 1.20
H -2.71 -1.47 2.41
H -3.89 -1.34 -0.79
H -4.80 -2.25 -1.70
H 2.22 1.37 -0.40
H -1.95 -1.50 0.98
H -0.39 2.03 -4.36
H 0.53 3.14 -3.29
H 1.13 1.49 -3.59
H -2.61 2.29 -3.35
H -3.14 1.36 -1.88
H -2.51 3.03 -1.72
H 0.87 -1.88 4.06
H 0.00 -0.29 4.07
H -0.48 -1.58 3.01
H 3.18 -0.85 3.74
H 3.76 0.04 2.25
H 2.78 0.91 3.50
C 0.90 4.40 1.60
O 0.80 3.00 1.23
C 0.25 2.13 2.20
O 0.44 2.34 3.38
H 0.26 4.66 2.43
H 0.61 4.95 0.71
H 1.94 4.53 1.81
```

Its total charge is +1. The value obtained for the energy relative to the best compared isomer or geometry (same formula, charge and spin) is 1.8779 eV. Its electronic energy is -1598.24916 hartree. The maximum force comes out at 4.30 eV/Å. For the HOMO-LUMO gap, the calculation gives 6.28 eV. For the highest occupied orbital energy, the calculation gives -9.67 eV.

=====

# 5
Formula: C40H108N8O11
Source: the OMol25 dataset
Level of theory: the ωB97M-V functional and the def2-TZVPD basis

```
167
C40H108N8O11 | the OMol25 dataset | the ωB97M-V functional and the def2-TZVPD basis
C 2.98 6.39 -0.27
O 2.29 7.26 0.58
C 2.62 7.07 1.94
C 1.94 8.08 2.83
C 2.49 7.96 4.25
N 0.51 7.69 2.85
H 2.58 5.36 -0.25
H 4.06 6.34 -0.07
H 2.85 6.75 -1.29
H 2.27 6.08 2.28
H 3.71 7.11 2.02
H 2.01 9.13 2.55
H 1.87 8.61 4.86
H 3.54 8.24 4.29
H 2.34 6.95 4.62
H 0.24 7.26 1.98
H -0.08 8.51 2.99
C 0.08 8.89 -4.07
O -0.39 8.98 -2.76
C -0.41 7.73 -2.10
C -0.81 7.91 -0.65
C -0.92 6.55 0.00
N -2.07 8.66 -0.51
H -0.33 8.00 -4.56
H 1.17 8.89 -4.14
H -0.24 9.77 -4.63
H -1.15 7.08 -2.61
H 0.54 7.17 -2.16
H -0.06 8.47 -0.09
H -1.63 5.91 -0.52
H -1.20 6.64 1.05
H 0.08 6.11 0.05
H -1.82 9.61 -0.75
H -2.75 8.33 -1.18
C 0.81 -0.45 5.37
O 2.02 0.05 5.89
C 2.79 0.72 4.89
C 4.28 0.80 5.27
C 4.39 1.24 6.73
N 4.93 1.73 4.37
H 0.14 -0.70 6.21
H 0.88 -1.40 4.82
H 0.24 0.29 4.78
H 2.69 0.32 3.88
H 2.39 1.76 4.93
H 4.66 -0.22 5.19
H 5.43 1.46 7.00
H 4.08 0.45 7.41
H 3.82 2.14 6.94
H 4.71 1.43 3.41
H 4.42 2.61 4.36
C 5.30 -5.98 0.54
O 4.26 -6.61 -0.17
C 2.99 -6.05 0.02
C 2.01 -6.75 -0.92
C 0.59 -6.16 -0.77
N 1.96 -8.21 -0.69
H 6.23 -6.47 0.26
H 5.18 -6.03 1.64
H 5.34 -4.89 0.37
H 2.59 -6.12 1.05
H 2.99 -4.97 -0.22
H 2.41 -6.55 -1.92
H 0.60 -5.08 -0.87
H 0.11 -6.58 0.11
H 0.12 -6.57 -1.66
H 2.95 -8.49 -0.58
H 1.65 -8.40 0.26
C -3.09 -7.22 3.31
O -2.07 -6.71 2.47
C -1.18 -5.82 3.12
C -1.01 -4.56 2.31
C 0.27 -3.81 2.63
N -2.15 -3.65 2.61
H -3.83 -7.65 2.65
H -3.56 -6.42 3.89
H -2.69 -7.90 4.07
H -1.47 -5.61 4.15
H -0.20 -6.32 3.14
H -1.09 -4.82 1.25
H 1.15 -4.46 2.77
H 0.14 -3.39 3.63
H 0.59 -3.09 1.89
H -2.28 -2.98 1.87
H -3.01 -4.17 2.75
C -4.33 4.85 -4.51
O -4.11 3.50 -4.09
C -3.18 3.38 -3.10
C -2.90 1.93 -2.86
C -4.17 1.12 -2.59
N -1.94 1.78 -1.73
H -5.17 4.86 -5.18
H -3.42 5.27 -4.96
H -4.50 5.49 -3.63
H -2.23 3.91 -3.27
H -3.51 3.86 -2.15
H -2.45 1.48 -3.76
H -4.82 1.10 -3.47
H -4.73 1.58 -1.77
H -3.98 0.06 -2.39
H -2.10 0.81 -1.46
H -2.31 2.33 -0.95
C -0.44 -2.22 -1.52
O -0.07 -1.54 -0.34
C 0.55 -0.33 -0.63
C 0.58 0.53 0.64
C 1.18 1.92 0.37
N 1.53 -0.17 1.60
H -1.19 -1.59 -2.04
H -1.00 -3.09 -1.16
H 0.37 -2.38 -2.24
H 1.60 -0.42 -0.96
H 0.07 0.28 -1.42
H -0.38 0.59 1.14
H 0.85 2.69 1.07
H 0.89 2.21 -0.65
H 2.27 1.89 0.35
H 2.48 -0.21 1.22
H 1.28 -1.17 1.55
C -4.18 -7.12 -6.85
O -3.29 -6.91 -7.91
C -2.50 -5.76 -7.78
C -1.37 -5.87 -6.76
N -1.65 -5.63 -5.34
C -2.34 -4.39 -5.07
C -2.81 -4.28 -3.64
O -3.52 -5.48 -3.33
C -4.22 -5.47 -2.10
H -3.71 -7.60 -5.97
H -4.94 -7.83 -7.17
H -4.65 -6.21 -6.45
H -3.12 -4.86 -7.60
H -2.07 -5.47 -8.74
H -0.68 -5.06 -7.05
H -0.89 -6.83 -6.88
H -2.31 -6.34 -5.02
H -3.27 -4.27 -5.67
H -1.90 -3.45 -5.42
H -3.55 -3.47 -3.53
H -2.01 -4.09 -2.91
H -5.27 -5.70 -2.32
H -4.15 -4.52 -1.57
H -3.81 -6.28 -1.49
C -4.63 1.90 1.50
C -3.84 3.13 1.90
C -2.72 2.78 2.88
O -3.18 3.57 0.68
H -5.32 2.10 0.69
H -5.12 1.52 2.40
H -3.89 1.14 1.21
H -4.48 3.90 2.35
H -2.13 2.00 2.41
H -3.18 2.43 3.81
H -2.07 3.62 3.11
H -3.07 4.52 0.80
C 6.56 -1.44 1.83
C 5.37 -0.96 1.01
C 4.50 -2.05 0.41
O 4.53 -0.14 1.89
H 7.00 -0.68 2.47
H 7.31 -1.82 1.12
H 6.29 -2.29 2.46
H 5.65 -0.23 0.25
H 5.05 -2.72 -0.25
H 3.73 -1.57 -0.20
H 4.08 -2.66 1.22
H 4.20 -0.73 2.59
```

The structure (SMILES) is COC[C@H](C)N.COC[C@H](C)N.COC[C@H](C)N.COC[C@H](C)N.COC[C@H](C)N.COC[C@H](C)N.COC[C@H](C)N.COCCNCCOC.CC(C)O.CC(C)O. Its total charge is 0. The value obtained for the energy relative to the best compared isomer or geometry (same formula, charge and spin) is 0.7998 eV. Its electronic energy is -2854.26000 hartree. The maximum force comes out at 2.66 eV/Å. For the HOMO-LUMO gap, the calculation gives 9.06 eV. For the highest occupied orbital energy, the calculation gives -8.62 eV.

=====

# 6
Formula: C15H25FeN3P2S2
Source: the OMol25 dataset
Level of theory: the ωB97M-V functional and the def2-TZVPD basis

```
48
C15H25FeN3P2S2 | the OMol25 dataset | the ωB97M-V functional and the def2-TZVPD basis
Fe -0.74 0.53 -0.26
C -1.18 1.82 3.00
P -0.89 0.38 1.93
C 0.50 -0.46 2.76
C -2.32 -0.72 2.32
C -2.25 -1.94 1.40
P -1.94 -1.34 -0.31
C -1.52 -2.83 -1.25
C -3.59 -0.92 -0.93
H -0.32 2.49 2.96
H -1.36 1.50 4.03
H -2.05 2.37 2.63
H 0.25 -0.73 3.79
H 1.37 0.20 2.78
H 0.77 -1.36 2.21
H -3.22 -0.14 2.12
H -2.32 -1.00 3.37
H -3.16 -2.55 1.45
H -1.42 -2.59 1.68
H -2.31 -3.58 -1.13
H -0.58 -3.25 -0.90
H -1.42 -2.58 -2.31
H -4.28 -1.75 -0.79
H -3.52 -0.68 -1.99
H -3.96 -0.03 -0.42
S -0.79 0.55 -2.48
C -1.90 1.83 -2.84
C -2.24 2.03 -4.23
N -2.49 2.18 -5.34
C -2.42 2.60 -1.87
S -2.01 2.32 -0.19
C -3.32 3.68 -2.15
N -4.05 4.54 -2.35
C 4.28 0.15 -1.90
C 3.86 -0.02 -0.43
C 4.49 1.06 0.45
C 4.23 -1.42 0.07
C 2.39 0.12 -0.36
N 1.26 0.29 -0.29
H 5.36 0.05 -1.97
H 4.00 1.14 -2.27
H 3.82 -0.60 -2.54
H 5.57 0.98 0.39
H 4.19 0.94 1.49
H 4.20 2.06 0.11
H 5.31 -1.54 0.01
H 3.76 -2.20 -0.53
H 3.93 -1.56 1.11
```

Its total charge is 0. Its electronic energy is -3493.66240 hartree. The maximum force comes out at 0.84 eV/Å. For the HOMO-LUMO gap (alpha / beta), the calculation gives 7.44 / 7.29 eV. For the highest occupied orbital energy (alpha / beta), the calculation gives -7.38 / -7.23 eV.

=====

# 7
Formula: C28H56O21
Source: the OMol25 dataset
Level of theory: the ωB97M-V functional and the def2-TZVPD basis

```
105
C28H56O21 | the OMol25 dataset | the ωB97M-V functional and the def2-TZVPD basis
C 20.80 13.37 25.04
C 19.31 12.91 25.21
O 18.66 12.56 24.00
C 19.08 11.52 23.27
O 19.97 10.72 23.63
O 18.36 11.40 22.12
C 18.78 10.47 21.15
H 20.99 14.20 25.72
H 21.04 13.85 24.09
H 21.59 12.66 25.29
H 18.74 13.74 25.63
H 19.18 12.12 25.95
H 18.77 9.51 21.67
H 19.79 10.70 20.81
H 17.97 10.22 20.46
C 16.56 14.17 8.00
C 17.30 13.34 6.94
O 18.69 13.19 7.27
C 19.58 14.23 7.09
O 19.27 15.41 6.88
O 20.85 13.84 7.34
C 21.95 14.73 7.26
H 16.82 13.88 9.02
H 15.48 14.03 7.86
H 16.83 15.23 7.93
H 17.38 13.78 5.95
H 16.94 12.31 6.98
H 22.41 14.78 6.27
H 22.77 14.38 7.89
H 21.64 15.72 7.57
C 5.93 11.83 9.50
C 6.25 13.23 9.10
O 5.50 13.56 7.94
C 5.30 14.88 7.58
O 5.82 15.92 8.06
O 4.27 14.92 6.68
C 3.82 16.09 6.07
H 4.87 11.82 9.75
H 6.39 11.48 10.43
H 6.13 11.09 8.73
H 7.32 13.32 8.94
H 6.02 13.96 9.87
H 4.02 16.91 6.77
H 2.73 16.07 6.01
H 4.15 16.32 5.06
C 12.54 7.29 12.87
C 12.89 6.10 13.75
O 13.19 4.98 13.08
C 13.70 3.94 13.72
O 13.84 3.76 14.92
O 13.97 3.02 12.75
C 14.68 1.82 13.15
H 13.44 7.82 12.58
H 12.16 8.13 13.46
H 11.88 7.15 12.02
H 12.07 5.86 14.43
H 13.75 6.51 14.27
H 15.47 1.97 13.89
H 15.19 1.50 12.24
H 13.87 1.11 13.32
C 9.62 -8.03 19.37
C 10.22 -7.11 18.38
O 10.43 -5.88 19.08
C 10.89 -4.87 18.43
O 11.17 -4.81 17.25
O 10.92 -3.86 19.24
C 11.25 -2.45 18.75
H 10.32 -8.26 20.18
H 9.34 -8.93 18.82
H 8.66 -7.70 19.75
H 9.57 -7.01 17.51
H 11.23 -7.40 18.11
H 11.18 -1.76 19.60
H 10.56 -2.21 17.95
H 12.24 -2.37 18.30
C 21.22 5.12 14.71
C 19.78 5.25 15.25
O 19.38 6.62 15.11
C 18.94 7.09 13.89
O 18.69 6.42 12.85
O 19.10 8.40 13.88
C 19.11 9.13 12.65
H 21.85 5.62 15.44
H 21.27 5.51 13.69
H 21.58 4.09 14.66
H 19.70 4.88 16.28
H 19.24 4.53 14.64
H 20.13 9.17 12.28
H 18.60 10.07 12.88
H 18.49 8.64 11.90
C 12.63 -0.07 5.84
C 12.22 -1.25 4.97
O 11.90 -0.86 3.67
C 10.76 -0.10 3.41
O 9.78 0.11 4.08
O 10.86 0.32 2.09
C 10.10 1.41 1.57
H 11.79 0.59 6.04
H 13.44 0.52 5.41
H 12.90 -0.38 6.85
H 11.37 -1.81 5.36
H 13.06 -1.92 4.77
H 9.19 1.06 1.10
H 10.66 1.90 0.77
H 9.77 2.06 2.38
```

The structure (SMILES) is CCOC(=O)OC.CCOC(=O)OC.CCOC(=O)OC.CCOC(=O)OC.CCOC(=O)OC.CCOC(=O)OC.CCOC(=O)OC. Its total charge is 0. The value obtained for the energy relative to the best compared isomer or geometry (same formula, charge and spin) is 4.7735 eV. Its electronic energy is -2680.43494 hartree. The maximum force comes out at 4.29 eV/Å. For the HOMO-LUMO gap, the calculation gives 10.88 eV. For the highest occupied orbital energy, the calculation gives -10.38 eV.

=====

Q: Which of these has the highest total charge?
A: C9H9N2O5SSc